Entry 1:
110
Properties=species:S:1:pos:R:3:mulliken_charge:R:1 method="wB97M-V/def2-TZVPD" total_charge=-1 orbital_gap_ev=6.25 lumo_ev=0.34 energy_ev=-97090.4866
C 6.3860 -2.5013 -1.8400 -0.4635
O 7.0390 -2.6537 -3.1495 -0.4110
C 6.3917 -1.8479 -4.1970 -0.3633
C 4.8772 -2.4177 -4.4580 -0.5794
C 3.6835 -1.2995 -4.3547 -0.2356
C 3.7787 -0.2926 -3.0655 -0.0724
C 2.6526 -0.5994 -1.8834 -0.3061
C 2.5308 0.6758 -0.8101 -0.2607
C 2.1008 2.0886 -1.5231 -0.5693
C 0.7025 1.9634 -2.3699 -0.3731
S 0.8552 2.2948 -4.2087 1.0475
O -0.3622 3.1504 -4.7352 -0.6910
O 2.1163 3.2048 -4.4808 -0.7019
N 1.1139 0.8270 -5.1196 -0.3724
S -0.2680 -0.2409 -5.0680 0.8974
O 0.0307 -1.5734 -4.2756 -0.6786
O -1.5302 0.3656 -4.3889 -0.6450
C -0.5966 -0.8168 -6.8588 -0.7484
C -2.2175 -0.9170 -7.1407 -0.4529
C -2.8309 -2.4415 -6.8827 -0.4955
O -2.5118 -2.9843 -5.5467 -0.2995
C -3.3809 -2.4026 -4.5103 0.7113
C -2.9624 -2.6027 -2.9090 -0.4442
O -4.5334 -1.7444 -4.7376 -0.6209
H 5.3172 -3.0065 -1.7667 0.1797
H 6.3283 -1.4025 -1.4386 0.2137
H 7.0599 -3.0966 -1.0546 0.2496
H 6.4042 -0.6784 -3.9579 0.2708
H 7.0688 -1.9558 -5.1739 0.2772
H 4.8623 -2.8147 -5.5837 0.3151
H 4.5959 -3.3626 -3.7993 0.2692
H 2.6613 -1.9118 -4.2847 -0.0663
H 3.5761 -0.6606 -5.3572 0.2743
H 4.8150 -0.2682 -2.5236 0.0877
H 3.6082 0.8089 -3.4912 0.1145
H 3.1249 -1.4836 -1.2351 0.2168
H 1.6120 -0.9358 -2.2997 0.1636
H 3.5345 0.7476 -0.1682 0.0540
H 1.6843 0.4207 -0.0112 0.1532
H 3.0282 2.4475 -2.1554 0.3307
H 1.9710 2.9002 -0.6599 0.2670
H -0.0841 2.7005 -1.8829 0.3796
H 0.2935 0.8631 -2.2524 -0.0122
H -0.0493 -1.8641 -7.0296 0.2921
H -0.0473 -0.0372 -7.5430 0.3747
H -2.3565 -0.7121 -8.3085 0.3370
H -2.8409 -0.0764 -6.6017 0.3013
H -3.9777 -2.5252 -7.1702 0.2987
H -2.2618 -3.1350 -7.6703 0.3141
H -2.2724 -1.7308 -2.5144 0.0192
H -3.9118 -2.6884 -2.2015 0.1621
H -2.3727 -3.6340 -2.7915 0.2734
O 2.1521 -0.1250 4.0651 -0.8253
P 2.7262 1.0329 4.9177 0.7135
N 1.2730 1.8626 5.0180 0.3307
C 0.6421 2.7285 4.0554 -0.9204
C 0.3059 1.3386 5.9783 -1.2694
N 3.8345 1.5311 3.7098 0.3154
C 3.7037 2.6670 2.8230 -1.0892
C 4.4393 0.4278 2.9407 -1.0938
N 3.3862 2.3640 5.8979 0.0143
C 2.9858 3.7530 6.0128 -0.9758
C 4.6681 2.0826 6.5297 -1.1520
H 0.0891 3.5236 4.5708 0.3994
H -0.0531 2.1848 3.4139 0.1133
H 1.3452 3.2500 3.4171 0.3693
H 0.5363 1.7165 6.9787 0.3082
H 0.3352 0.2447 6.0165 0.3456
H -0.7280 1.6201 5.7487 0.4250
H 2.8586 2.5565 2.1343 0.2774
H 4.6024 2.7932 2.2058 0.4160
H 3.6196 3.6099 3.3626 0.2702
H 3.7810 0.0995 2.1310 0.3063
H 4.6535 -0.4323 3.5841 0.2847
H 5.4013 0.7291 2.4998 0.3867
H 2.7046 4.2071 5.0631 0.3185
H 3.7935 4.3816 6.4088 0.4265
H 2.1419 3.8529 6.7008 0.2013
H 5.4974 2.4001 5.8899 0.3222
H 4.7760 1.0098 6.7183 0.3331
H 4.7606 2.5813 7.5002 0.4622
O -4.0790 -2.6902 1.9884 -0.8285
P -4.8617 -1.5232 2.6386 0.7115
N -6.2921 -1.8488 1.8272 0.2794
C -6.6806 -1.5140 0.4813 -1.1596
C -7.0803 -2.9618 2.3485 -1.2113
N -3.8414 -0.3147 1.9797 0.3590
C -4.1238 0.5413 0.8477 -1.0624
C -2.4148 -0.6834 1.9193 -0.9212
N -5.7615 -0.1815 3.3861 0.0028
C -6.8865 0.5969 2.9053 -0.9747
C -5.1457 0.3785 4.5814 -1.1775
H -7.7597 -1.3207 0.4388 0.3736
H -6.4458 -2.3155 -0.2208 0.3610
H -6.2221 -0.6042 0.1127 0.3929
H -7.6905 -2.6208 3.1899 0.3083
H -6.4369 -3.7726 2.7059 0.3224
H -7.7568 -3.3986 1.6052 0.4187
H -4.2114 -0.0258 -0.0857 0.3130
H -3.3236 1.2775 0.6985 0.3506
H -5.0164 1.1483 0.9962 0.2540
H -2.1959 -1.2826 1.0306 0.2744
H -2.1159 -1.2543 2.8050 0.3140
H -1.7724 0.2095 1.8978 0.2090
H -6.8253 0.8463 1.8464 0.3240
H -6.9732 1.5585 3.4269 0.4365
H -7.8241 0.0603 3.0747 0.1911
H -4.4890 1.2162 4.3271 0.3329
H -4.5461 -0.3794 5.0955 0.3423
H -5.8956 0.7242 5.3005 0.4677



Entry 2:
118
Properties=species:S:1:pos:R:3:mulliken_charge:R:1 method="wB97M-V/def2-TZVPD" total_charge=-1 orbital_gap_ev=4.77 lumo_ev=1.00 energy_ev=-144817.8733
C -2.2470 0.9922 7.6481 -1.2315
C -1.5383 0.5016 6.3431 -0.3414
B -2.5473 -0.0767 5.2505 1.1739
O -3.3999 -1.0296 5.8253 -0.7461
P -2.7209 0.4352 3.3326 0.2340
C -2.9922 0.9736 1.4971 -2.4046
C -1.9359 0.9431 0.3843 -0.7510
C -2.3661 0.0916 -0.8704 -1.2192
C -1.1946 -0.7411 -1.4745 -0.5092
C -1.6907 -2.2152 -1.6093 -1.0027
C -0.5683 -3.2593 -1.3106 -0.4324
C -1.1291 -4.5334 -0.6470 -1.1090
C -0.2929 -5.0260 0.5544 -0.1542
O 1.0831 -4.6754 0.4038 -0.2908
C 1.8817 -4.9267 1.4758 0.7578
C 1.3751 -4.8963 2.9071 -0.9051
O 3.0639 -5.1338 1.2683 -0.6509
B -2.0231 2.2835 3.6461 0.5823
C -2.4283 3.2813 4.8175 -0.9324
O -1.1387 2.8885 2.7442 -0.5609
P -3.8365 -1.6275 3.0268 0.4565
O -3.9568 -1.9916 1.3850 -0.5271
Cl -2.7374 -3.3084 3.6685 -0.3380
P -4.8770 1.2254 3.8595 0.8307
O -5.0575 1.4294 5.4881 -0.5632
O -6.0882 0.1566 3.4896 -0.5338
S -5.4689 2.9103 3.0666 -0.5144
S -0.6864 -0.4694 3.0493 0.8459
C -0.5281 -1.7045 1.7357 -0.3552
O -0.2774 -1.2458 4.2395 -0.7181
O 0.4297 0.4617 2.8167 -0.6460
H -3.3281 0.8752 7.6052 0.1856
H -2.0319 2.0599 7.7478 0.3682
H -1.8390 0.4878 8.5237 0.3143
H -0.7691 1.1924 5.9930 0.3661
H -0.9829 -0.3926 6.6601 0.2927
H -2.8604 -1.6921 6.2707 0.2852
H -3.2324 2.0390 1.6034 0.5150
H -3.9518 0.6210 1.0937 0.9152
H -1.8462 1.9377 -0.0668 0.5911
H -0.8920 0.7014 0.5784 0.1210
H -3.2406 -0.5262 -0.6701 0.5558
H -2.6677 0.7575 -1.6865 0.4973
H -0.2961 -0.7080 -0.8613 0.4012
H -0.9721 -0.4147 -2.4934 0.3352
H -2.4393 -2.4023 -0.8336 0.1395
H -2.1789 -2.3961 -2.5701 0.5777
H 0.1399 -2.7358 -0.6755 0.2089
H -0.1176 -3.5535 -2.2610 0.5621
H -1.2792 -5.3346 -1.3737 0.4795
H -2.1187 -4.3152 -0.2333 0.3264
H -0.4104 -6.1152 0.6132 0.4746
H -0.7624 -4.6219 1.4511 -0.0234
H 2.0608 -5.4860 3.5092 0.3665
H 1.3735 -3.8750 3.2969 0.1809
H 0.3710 -5.3023 3.0229 0.3931
H -2.8781 2.8618 5.7175 0.1824
H -1.5327 3.8328 5.1447 0.3014
H -3.0696 4.0433 4.3683 0.2960
H -0.3042 2.9703 3.2210 0.2741
H -4.7322 -1.5499 1.0255 0.3647
H -5.7040 0.7832 5.7991 0.2836
H -6.8566 0.7169 3.2974 0.3714
H 0.3854 -1.4892 1.1780 0.1745
H -0.4258 -2.7022 2.1485 0.0363
H -1.3549 -1.6966 1.0221 -0.1711
O 6.3869 1.7598 0.5115 -0.8181
P 6.7134 0.3063 0.4511 0.9479
O 6.1329 -0.1601 -1.0127 -0.2772
C 6.8473 0.2608 -2.1741 -0.3745
C 8.2514 -0.3128 -2.2516 -0.9863
O 5.5890 -0.2572 1.4838 -0.2693
C 4.7362 0.5967 2.2555 -0.5651
C 3.4695 0.9340 1.5050 -0.7531
O 7.6549 -1.0217 0.6390 -0.3186
C 7.4242 -2.0533 1.6210 -0.1888
C 6.3138 -3.0148 1.2491 -1.0383
H 6.8834 1.3549 -2.1966 0.3070
H 6.2686 -0.0712 -3.0359 0.3086
H 8.8712 0.0368 -1.4213 0.2690
H 8.7385 -0.0107 -3.1802 0.3986
H 8.2292 -1.4010 -2.1996 0.2362
H 5.2707 1.4832 2.5928 0.3515
H 4.4785 0.0388 3.1589 0.3738
H 3.6663 1.3018 0.4969 0.3811
H 2.8931 1.6898 2.0377 0.3776
H 2.8477 0.0450 1.4011 0.0612
H 7.2804 -1.6112 2.6048 0.2591
H 8.3567 -2.6202 1.6777 0.3354
H 5.4044 -2.5226 0.9197 0.2685
H 6.0630 -3.6406 2.1061 0.3435
H 6.6235 -3.6588 0.4239 0.3701
O -2.3735 1.7456 -4.4727 -0.7103
P -1.7471 1.9469 -5.8167 1.1548
O -0.8518 3.2868 -5.4420 -0.3918
C 0.3230 3.0983 -4.6467 -0.2272
C 1.3819 2.2542 -5.3330 -1.0174
O -3.0343 2.6001 -6.5894 -0.4121
C -4.3498 2.5634 -6.0361 -0.3298
C -4.6107 3.7616 -5.1491 -1.1136
O -0.8796 1.7821 -7.2107 -0.3582
C -1.4104 1.9956 -8.5279 -0.1832
C -1.5474 3.4582 -8.8982 -1.0740
H 0.0399 2.6458 -3.6915 0.2039
H 0.7231 4.0902 -4.4392 0.3181
H 1.0243 1.2367 -5.5158 0.2585
H 2.2766 2.1849 -4.7132 0.4201
H 1.6512 2.6788 -6.3001 0.2359
H -4.5323 1.6221 -5.5211 0.3414
H -5.0406 2.5828 -6.8835 0.3499
H -3.8238 3.9080 -4.4102 0.2875
H -5.5589 3.6497 -4.6213 0.3722
H -4.6557 4.6728 -5.7489 0.3138
H -2.3410 1.4452 -8.6553 0.2648
H -0.6937 1.5395 -9.2150 0.3537
H -2.0324 4.0557 -8.1320 0.2817
H -2.1286 3.5518 -9.8170 0.3540
H -0.5651 3.9076 -9.0550 0.3202



Number 1: HOMO level -0.21747 Eh. Number 2: HOMO level -0.13871 Eh.